# 1
Below is a molecular structure, C37H49FN3O7P2SScSe2Te2, with properties calculated with ωB97M-V with the def2-TZVPD basis set.

Each line ends with the Löwdin charge.
Geometry (Å):
Sc -1.612 -0.604 -0.949  0.54
O -4.749 1.372 -2.250  0.07
C -3.599 0.966 -2.227  -0.56
O -3.191 -0.255 -2.190  -0.20
C -2.381 1.936 -2.203  -0.58
O -2.426 3.072 -2.664  0.04
O -1.361 1.380 -1.673  -0.16
Se -3.336 -2.509 -0.184  -0.12
Te -3.990 -4.761 0.719  0.00
Te -1.524 -5.452 -2.477  0.04
Se -1.756 -3.003 -1.972  -0.16
C -1.737 -2.609 3.285  -0.16
C -0.373 -3.034 2.789  -0.36
S -0.413 -3.074 0.982  0.79
O -0.257 -1.629 0.595  -0.62
C 1.233 -3.769 0.653  -0.36
C 1.202 -5.282 0.681  -0.14
H -1.724 -2.483 4.365  0.08
H -2.492 -3.350 3.008  0.00
H -2.014 -1.654 2.830  0.05
H -0.125 -4.039 3.120  0.09
H 0.423 -2.346 3.082  0.09
H 1.952 -3.334 1.349  0.10
H 1.453 -3.404 -0.344  0.06
H 1.042 -5.664 1.687  0.06
H 2.146 -5.676 0.319  0.06
H 0.406 -5.654 0.033  0.01
C -1.886 4.078 1.930  -0.13
N -2.381 2.894 1.300  -0.28
C -3.600 3.114 0.556  -0.09
P -2.122 1.364 1.897  0.63
O -2.248 0.350 0.805  -0.35
N -0.685 1.438 2.704  -0.17
C 0.591 1.502 1.960  -0.31
C -0.538 0.857 4.017  -0.08
N -3.322 1.002 3.013  -0.31
C -3.613 1.971 4.034  -0.12
C -4.387 0.056 2.772  -0.10
H -2.674 4.570 2.513  0.08
H -1.540 4.782 1.167  0.09
H -1.054 3.828 2.589  0.05
H -4.334 3.651 1.174  0.08
H -4.038 2.165 0.245  0.08
H -3.399 3.699 -0.344  0.09
H 1.372 1.976 0.043  0.08
H 0.886 0.450 1.778  0.13
H 2.466 2.395 1.894  0.12
H -1.504 0.517 4.387  0.07
H -0.111 1.590 4.696  0.07
H 0.143 0.003 3.969  0.08
H -2.769 2.643 4.161  0.07
H -3.787 1.469 4.989  0.09
H -4.504 2.561 3.788  0.08
H -4.126 -0.599 1.940  0.04
H -5.323 0.572 2.530  0.09
H -4.548 -0.559 3.661  0.09
F 2.083 2.919 6.942  -0.07
C 1.946 2.661 5.586  -0.36
C 2.550 1.529 5.028  -0.12
C 2.503 1.306 3.694  -0.14
C 1.775 2.190 2.739  -0.31
C 0.467 2.196 0.617  -0.06
C 1.413 3.481 3.401  -0.13
C 1.467 3.660 4.739  -0.12
H 3.074 0.836 5.670  0.09
H 3.009 0.441 3.287  0.07
H 0.414 3.273 0.739  0.08
H -0.383 1.877 0.023  0.03
H 1.115 4.315 2.781  0.07
H 1.166 4.608 5.160  0.10
O 0.286 -0.680 -1.948  -0.39
P 1.346 -0.700 -2.994  0.85
C 0.601 -0.851 -4.630  -0.24
C 1.311 -1.325 -5.729  -0.09
C 0.717 -1.348 -6.970  -0.09
C -0.590 -0.896 -7.125  -0.08
C -1.304 -0.425 -6.034  -0.05
C -0.716 -0.397 -4.786  -0.03
C 2.316 0.820 -3.016  -0.24
C 3.616 0.880 -3.517  -0.10
C 4.274 2.088 -3.572  -0.09
C 3.639 3.248 -3.138  -0.08
C 2.338 3.193 -2.653  -0.06
C 1.671 1.986 -2.590  -0.05
C 2.433 -2.127 -2.740  -0.26
C 1.922 -3.379 -3.082  -0.09
C 2.588 -4.534 -2.709  -0.08
C 3.774 -4.440 -2.000  -0.09
C 4.276 -3.198 -1.640  -0.08
C 3.599 -2.044 -1.996  -0.08
H 2.321 -1.692 -5.606  0.11
H 1.264 -1.729 -7.821  0.10
H -1.055 -0.923 -8.101  0.10
H -2.326 -0.089 -6.147  0.11
H -1.282 -0.048 -3.925  0.10
H 4.109 -0.017 -3.868  0.10
H 5.287 2.130 -3.949  0.10
H 4.162 4.194 -3.175  0.10
H 1.836 4.091 -2.317  0.11
H 0.665 1.942 -2.198  0.09
H 0.972 -3.471 -3.600  0.08
H 2.143 -5.492 -2.939  0.10
H 4.295 -5.337 -1.701  0.10
H 5.184 -3.127 -1.057  0.10
H 3.965 -1.078 -1.663  0.11

- Largest force on an atom: 0.034 Eh/bohr
- HOMO level: -0.35 eV
- Kohn-Sham gap: 3.92 eV
- Net charge: -2
- Energy relative to the best compared isomer or geometry (same formula, charge and spin): 2.282 eV

---

# 2
Below is a molecular structure, C37H49InN3O2P3S4, with properties calculated with ωB97M-V with the def2-TZVPD basis set.

Each line ends with the Löwdin charge.
Geometry (Å):
In -0.368 -1.519 -0.202  0.34
S 0.605 -1.307 4.007  0.31
P 0.671 0.232 2.754  0.41
C -0.110 0.168 1.202  -0.63
P -1.604 0.947 0.892  0.45
S -2.567 -0.098 -0.561  0.36
C -1.343 2.614 0.183  -0.36
C -2.425 3.410 -0.198  -0.11
C -2.206 4.644 -0.791  -0.08
C -0.907 5.087 -1.015  -0.10
C 0.169 4.287 -0.664  -0.08
C -0.049 3.048 -0.072  -0.10
C -2.788 1.230 2.252  -0.33
C -3.450 0.117 2.770  -0.09
C -4.343 0.255 3.819  -0.07
C -4.586 1.513 4.358  -0.08
C -3.923 2.621 3.855  -0.08
C -3.018 2.482 2.811  -0.09
C 2.437 0.541 2.376  -0.35
C 3.323 0.815 3.418  -0.09
C 4.674 0.984 3.164  -0.08
C 5.158 0.868 1.865  -0.09
C 4.284 0.595 0.825  -0.08
C 2.925 0.436 1.078  -0.11
C 0.199 1.739 3.670  -0.35
C -0.542 1.631 4.843  -0.11
C -0.875 2.769 5.563  -0.09
C -0.472 4.020 5.116  -0.09
C 0.271 4.132 3.949  -0.08
C 0.611 2.995 3.229  -0.08
H -3.435 3.053 -0.035  0.11
H -3.049 5.260 -1.083  0.11
H -0.740 6.055 -1.472  0.10
H 1.181 4.625 -0.852  0.11
H 0.777 2.397 0.190  0.09
H -3.261 -0.856 2.334  0.08
H -4.857 -0.614 4.213  0.10
H -5.291 1.625 5.173  0.10
H -4.099 3.600 4.286  0.11
H -2.488 3.348 2.438  0.10
H 2.943 0.882 4.432  0.11
H 5.355 1.197 3.979  0.10
H 6.216 0.993 1.667  0.10
H 4.654 0.512 -0.191  0.10
H 2.237 0.253 0.263  0.04
H -0.839 0.650 5.192  0.06
H -1.451 2.675 6.477  0.11
H -0.728 4.908 5.682  0.10
H 0.600 5.105 3.603  0.10
H 1.207 3.080 2.328  0.10
C 1.554 -4.108 -0.895  -0.17
C 2.051 -3.419 0.406  -0.18
N 0.917 -2.982 1.216  -0.14
C 0.141 -4.045 1.860  -0.19
C -1.347 -3.677 1.906  -0.17
N -1.855 -3.170 0.622  -0.13
C -2.132 -4.158 -0.428  -0.18
C -0.856 -4.748 -1.036  -0.19
N 0.177 -3.720 -1.236  -0.13
H 1.620 -5.194 -0.798  0.12
H 2.219 -3.819 -1.709  0.11
H 2.614 -2.522 0.143  0.10
H 2.720 -4.093 0.948  0.12
H 1.217 -2.345 1.958  0.00
H 0.476 -4.182 2.890  0.11
H 0.301 -4.984 1.337  0.10
H -1.453 -2.872 2.636  0.08
H -1.927 -4.540 2.251  0.13
H -2.707 -2.644 0.781  0.08
H -2.674 -3.633 -1.215  0.10
H -2.760 -4.974 -0.054  0.13
H -1.127 -5.198 -1.993  0.12
H -0.468 -5.541 -0.402  0.10
H 0.111 -3.431 -2.209  -0.03
C -1.303 2.396 -3.396  -0.04
C -0.387 1.544 -4.248  -0.46
C -0.319 1.990 -5.695  -0.04
O -0.924 0.195 -4.222  -0.32
P -0.086 -1.086 -3.845  -0.07
S -1.329 -2.593 -3.847  0.35
S 1.016 -0.635 -2.175  0.40
O 0.998 -1.106 -5.038  -0.31
C 2.193 -1.918 -5.054  -0.49
C 1.903 -3.310 -5.592  -0.05
C 3.203 -1.178 -5.903  -0.04
H -0.952 3.429 -3.385  0.08
H -1.327 2.022 -2.371  0.04
H -2.316 2.364 -3.800  0.10
H 0.613 1.528 -3.809  0.10
H -1.310 1.920 -6.147  0.09
H 0.365 1.355 -6.259  0.07
H 0.027 3.024 -5.752  0.08
H 2.573 -1.984 -4.032  0.09
H 1.606 -3.255 -6.642  0.09
H 1.091 -3.782 -5.040  0.04
H 2.799 -3.930 -5.509  0.08
H 2.842 -1.085 -6.929  0.09
H 4.145 -1.729 -5.911  0.08
H 3.387 -0.181 -5.500  0.08

- Largest force on an atom: 0.021 Eh/bohr
- HOMO level: -7.25 eV
- Kohn-Sham gap: 7.52 eV
- Energy relative to the best compared isomer or geometry (same formula, charge and spin): 0.218 eV

---

# 3
Below is 9 unconnected molecules or ions with the total composition C37H49N8O15, with properties calculated with ωB97M-V with the def2-TZVPD basis set.

Each line ends with the Löwdin charge.
Geometry (Å):
C -5.918 -21.246 13.186  -0.85
O -5.976 -20.606 14.237  -0.04
O -5.935 -20.573 11.998  0.13
O -5.804 -22.486 13.076  -0.05
H -6.344 -19.914 12.250  -0.09
C -6.810 -19.081 17.181  -0.04
C -7.841 -20.014 18.046  0.00
C -7.869 -19.874 19.499  0.00
C -6.890 -18.864 20.243  -0.06
C -5.861 -18.108 19.393  0.06
C -5.933 -18.240 17.842  -0.10
N -6.798 -18.826 21.750  -0.37
O -7.873 -19.190 22.292  0.04
O -5.820 -18.339 22.228  0.09
H -6.935 -19.295 16.125  0.06
H -8.523 -20.657 17.670  0.02
H -8.425 -20.634 20.103  0.10
H -5.183 -17.624 20.038  0.06
H -5.332 -17.617 17.073  0.11
C -6.320 -13.418 15.677  -0.14
C -7.118 -14.350 16.490  -0.05
C -7.392 -15.680 15.947  0.00
C -7.001 -16.006 14.513  -0.01
C -6.015 -15.022 13.781  0.05
C -5.753 -13.787 14.501  -0.15
N -7.521 -17.241 13.775  -0.38
O -6.989 -17.746 12.805  0.07
O -8.533 -17.637 14.203  0.08
H -6.119 -12.296 16.162  0.16
H -7.398 -14.089 17.538  0.11
H -8.055 -16.370 16.415  0.08
H -5.790 -15.214 12.826  0.04
H -5.083 -12.974 13.745  0.18
C -3.540 -24.131 16.901  -0.01
C -2.938 -24.550 18.290  -0.03
C -3.596 -24.074 19.474  -0.04
C -4.686 -23.022 19.483  -0.09
C -5.188 -22.606 18.138  0.06
C -4.553 -23.144 16.843  -0.03
N -5.043 -22.315 20.772  -0.30
O -4.282 -22.471 21.824  -0.01
O -6.201 -22.014 20.794  0.08
H -3.222 -24.412 15.989  0.03
H -2.093 -25.289 18.287  0.09
H -3.331 -24.272 20.629  0.13
H -5.977 -21.906 18.000  0.05
H -4.871 -22.791 15.890  0.06
C -10.065 -20.372 12.685  -0.09
C -11.506 -20.111 12.889  -0.05
C -12.516 -21.254 12.534  0.04
C -11.977 -22.539 11.860  -0.12
C -10.505 -22.697 11.796  0.03
C -9.504 -21.605 12.193  -0.03
N -12.820 -23.636 11.360  -0.35
O -14.036 -23.305 11.273  0.02
O -12.333 -24.672 10.902  0.07
H -9.180 -19.514 12.824  0.13
H -12.121 -19.165 13.061  0.10
H -13.611 -21.116 12.719  0.09
H -10.035 -23.627 11.492  0.08
H -8.477 -21.808 12.062  0.05
C -2.388 -21.139 14.224  -0.27
O -1.444 -21.948 13.996  -0.04
N -2.221 -19.823 14.288  -0.23
C -3.334 -19.024 14.476  -0.09
C -0.987 -19.214 13.998  -0.06
H -3.547 -21.370 13.948  0.18
H -3.993 -18.824 13.578  0.11
H -2.947 -18.037 14.778  0.09
H -3.866 -19.560 15.249  0.08
H -0.828 -18.243 13.736  0.05
H -0.604 -20.015 13.370  0.09
H -0.256 -19.228 14.838  0.11
C -9.429 -23.926 17.545  -0.34
O -8.402 -24.222 18.125  0.01
N -9.428 -23.150 16.427  -0.17
C -10.704 -22.895 15.738  -0.04
C -8.193 -22.752 15.778  -0.05
H -10.400 -24.376 17.793  0.13
H -11.363 -23.506 16.116  0.01
H -10.726 -23.238 14.671  0.09
H -10.929 -21.769 15.831  0.12
H -7.883 -23.147 14.834  0.07
H -7.211 -22.704 16.419  0.10
H -8.211 -21.695 15.544  0.06
C -7.331 -25.227 11.475  -0.33
O -7.361 -26.333 11.989  -0.01
N -7.550 -24.980 10.144  -0.20
C -7.305 -23.722 9.532  -0.06
C -7.496 -26.151 9.333  -0.09
H -7.351 -24.313 12.313  0.17
H -6.366 -23.688 9.136  0.05
H -7.372 -22.789 10.076  0.09
H -7.965 -23.823 8.640  0.10
H -8.088 -27.020 9.631  0.09
H -6.458 -26.579 9.129  0.11
H -7.731 -25.997 8.293  0.07
C -1.437 -24.833 12.307  -0.33
O -0.411 -25.338 12.026  0.04
N -2.574 -25.538 12.694  -0.17
C -3.873 -25.002 12.882  -0.06
C -2.465 -26.927 12.876  -0.13
H -1.494 -23.812 12.211  0.09
H -4.209 -24.281 12.206  0.07
H -3.928 -24.335 13.725  0.07
H -4.569 -25.609 13.190  0.03
H -1.503 -27.149 13.631  0.14
H -2.544 -27.575 11.962  0.08
H -3.311 -27.617 13.293  0.10

- Largest force on an atom: 0.258 Eh/bohr
- HOMO level: -6.25 eV
- Kohn-Sham gap: 6.79 eV
- Net charge: -1
- Energy relative to the best compared isomer or geometry (same formula, charge and spin): 0.000 eV